No. 1
# C45H125N5O20

20 unconnected molecules or ions with the total composition C45H125N5O20 (ωB97M-V with the def2-TZVPD basis set, the OMol25 dataset).

For the gap between HOMO and LUMO, the calculation gives 0.26863 Ha.

Last column: Löwdin charge in e.
Geometry (Å):
C: -1.315 -15.793 33.106  -0.0157
C: -0.549 -16.663 32.097  -0.4451
C: -0.027 -17.899 32.832  -0.1014
C: 0.441 -19.032 31.904  -0.1767
C: -0.584 -19.296 30.840  -0.1322
C: -1.123 -18.096 30.081  -0.4970
N: -1.504 -17.097 31.062  -0.0944
O: -2.222 -16.028 30.495  -0.0221
C: -0.058 -17.568 29.072  -0.0247
C: -2.312 -18.568 29.223  -0.0310
C: 0.694 -15.864 31.629  -0.0199
H: -2.233 -16.283 33.438  0.0961
H: -1.668 -14.839 32.710  0.0581
H: -0.660 -15.527 33.937  0.0644
H: 0.752 -17.633 33.553  0.0415
H: -0.799 -18.246 33.529  0.1434
H: 0.657 -19.931 32.484  0.0793
H: 1.397 -18.788 31.428  0.0982
H: -1.417 -19.863 31.269  0.1291
H: -0.188 -19.990 30.090  0.1277
H: 0.885 -17.312 29.548  0.0521
H: 0.137 -18.319 28.303  0.0885
H: -0.406 -16.688 28.526  0.0721
H: -2.450 -17.984 28.308  0.0804
H: -2.393 -19.627 28.995  0.0836
H: -3.268 -18.261 29.669  0.0782
H: 1.149 -15.226 32.390  0.0357
H: 0.385 -15.183 30.831  0.0873
H: 1.499 -16.516 31.293  0.0681
H: -3.129 -16.161 30.793  0.1042
C: 2.507 -20.300 33.367  -0.0268
C: 3.134 -19.021 33.963  -0.4477
C: 2.062 -18.434 34.874  -0.1403
C: 2.542 -17.354 35.816  -0.1504
C: 3.644 -17.970 36.711  -0.1223
C: 4.797 -18.553 35.874  -0.5057
N: 4.288 -19.403 34.797  -0.1067
O: 5.304 -19.965 33.987  -0.0175
C: 5.680 -17.394 35.367  -0.0256
C: 5.617 -19.444 36.822  -0.0458
C: 3.538 -17.977 32.883  0.0145
H: 2.160 -20.945 34.176  0.0978
H: 3.277 -20.956 32.948  0.0861
H: 1.780 -20.111 32.580  0.0102
H: 1.288 -18.012 34.222  0.0290
H: 1.538 -19.200 35.449  0.1364
H: 1.758 -17.019 36.496  0.1109
H: 2.915 -16.513 35.232  0.0793
H: 3.264 -18.764 37.358  0.1205
H: 4.014 -17.212 37.404  0.1177
H: 5.142 -16.584 34.876  0.0571
H: 6.289 -16.978 36.175  0.0828
H: 6.452 -17.704 34.657  0.0827
H: 5.161 -20.411 37.026  0.0853
H: 6.637 -19.620 36.463  0.0791
H: 5.827 -18.913 37.755  0.0828
H: 3.726 -16.984 33.282  0.0524
H: 2.784 -18.008 32.095  0.0495
H: 4.500 -18.233 32.433  0.0897
H: 5.372 -20.855 34.349  0.1036
C: 4.548 -10.746 33.468  -0.0180
C: 3.020 -10.661 33.638  -0.4663
C: 2.379 -10.571 32.236  -0.1028
C: 2.405 -11.924 31.530  -0.1533
C: 1.675 -12.977 32.366  -0.1312
C: 2.247 -13.158 33.794  -0.4608
N: 2.428 -11.796 34.365  -0.0978
O: 2.887 -11.888 35.692  -0.0258
C: 1.236 -13.928 34.641  -0.0188
C: 3.523 -13.985 33.673  -0.0054
C: 2.718 -9.385 34.437  -0.0242
H: 4.845 -11.563 32.813  0.0678
H: 5.006 -10.923 34.448  0.0647
H: 5.039 -9.842 33.105  0.0755
H: 1.388 -10.113 32.264  0.1089
H: 3.002 -9.925 31.611  0.1105
H: 3.431 -12.209 31.288  0.1106
H: 1.886 -11.904 30.570  0.0847
H: 1.659 -13.908 31.794  0.0720
H: 0.632 -12.654 32.443  0.0892
H: 0.195 -13.605 34.685  0.0779
H: 1.181 -14.963 34.287  0.0611
H: 1.597 -14.050 35.663  0.0705
H: 3.776 -14.385 34.658  0.0734
H: 3.360 -14.828 33.001  0.0765
H: 4.366 -13.419 33.285  0.0762
H: 3.165 -9.351 35.436  0.0656
H: 1.653 -9.324 34.687  0.0752
H: 2.960 -8.469 33.894  0.0739
H: 3.805 -12.215 35.656  0.0498
C: 0.334 -13.276 28.007  -0.0304
C: 1.713 -13.636 27.435  -0.4954
C: 1.455 -14.431 26.120  -0.1227
C: 2.693 -14.590 25.208  -0.1604
C: 3.325 -13.202 24.932  -0.1372
C: 3.581 -12.361 26.198  -0.5008
N: 2.410 -12.408 27.063  -0.0922
O: 2.488 -11.584 28.203  -0.0244
C: 4.874 -13.036 26.788  -0.0231
C: 3.914 -10.929 25.864  -0.0408
C: 2.443 -14.572 28.419  -0.0183
H: -0.263 -14.190 28.033  0.0811
H: -0.153 -12.644 27.260  0.0910
H: 0.376 -12.799 28.983  0.0570
H: 1.294 -15.432 26.531  0.1085
H: 0.585 -14.072 25.574  0.1188
H: 2.361 -14.999 24.254  0.1080
H: 3.398 -15.278 25.674  0.0996
H: 2.592 -12.658 24.323  0.1185
H: 4.191 -13.375 24.295  0.1153
H: 4.645 -14.017 27.206  0.0558
H: 5.668 -13.267 26.077  0.0813
H: 5.301 -12.402 27.570  0.0777
H: 4.793 -10.892 25.218  0.0934
H: 3.132 -10.401 25.302  0.0905
H: 4.054 -10.256 26.709  0.0686
H: 3.053 -13.988 29.113  0.0838
H: 3.112 -15.273 27.914  0.0715
H: 1.764 -15.218 28.977  0.0522
H: 2.197 -10.718 27.901  0.0908
C: -4.866 -8.546 31.024  -0.0436
C: -4.695 -10.039 30.710  -0.5188
C: -4.558 -10.111 29.178  -0.1225
C: -4.022 -11.483 28.736  -0.1695
C: -2.686 -11.782 29.396  -0.1462
C: -2.761 -11.724 30.907  -0.4859
N: -3.430 -10.478 31.317  -0.0887
O: -3.464 -10.367 32.724  -0.0077
C: -3.430 -12.985 31.470  -0.0208
C: -1.343 -11.721 31.497  -0.0235
C: -5.947 -10.762 31.216  -0.0293
H: -3.918 -8.059 30.781  0.0847
H: -4.977 -8.394 32.101  0.0829
H: -5.685 -8.069 30.491  0.0849
H: -5.533 -10.007 28.695  0.1197
H: -3.925 -9.291 28.842  0.1182
H: -3.899 -11.567 27.654  0.1104
H: -4.683 -12.301 29.029  0.1001
H: -1.853 -11.166 29.050  0.1212
H: -2.497 -12.827 29.130  0.1166
H: -3.474 -12.903 32.556  0.0585
H: -4.357 -13.303 30.993  0.0788
H: -2.767 -13.826 31.243  0.0537
H: -1.377 -12.011 32.550  0.0594
H: -0.676 -12.322 30.881  0.0695
H: -0.905 -10.721 31.586  0.0720
H: -5.953 -10.812 32.308  0.0824
H: -6.093 -11.740 30.763  0.0675
H: -6.803 -10.102 31.056  0.0801
H: -2.855 -9.640 32.902  0.0984
O: -2.632 -13.042 34.798  -0.0471
H: -3.427 -13.511 34.526  0.0481
H: -2.819 -12.748 35.698  0.0611
O: 6.085 -10.186 36.947  -0.0482
H: 6.469 -9.465 36.433  0.0341
H: 5.208 -9.863 37.201  0.0178
O: 6.102 -7.247 34.833  -0.0451
H: 5.179 -7.478 34.991  0.0143
H: 6.244 -6.444 35.346  0.0493
O: 5.346 -8.937 30.393  -0.0403
H: 5.998 -9.545 30.028  0.0575
H: 5.839 -8.401 31.024  0.0538
O: 5.490 -12.955 36.483  -0.0554
H: 5.398 -13.489 37.279  0.0547
H: 5.763 -12.078 36.798  0.0026
O: 0.589 -10.624 37.775  -0.0626
H: 0.419 -10.614 36.824  -0.0054
H: 1.534 -10.797 37.842  0.0135
O: 0.896 -14.787 38.237  -0.0560
H: 0.054 -14.324 38.176  0.0375
H: 1.542 -14.157 37.899  0.0185
O: 3.741 -5.967 32.432  -0.0461
H: 3.312 -6.199 33.260  0.0052
H: 4.661 -5.807 32.669  0.0280
O: -1.427 -8.413 35.087  -0.0807
H: -0.679 -7.972 35.509  -0.0149
H: -1.094 -9.303 34.853  -0.0192
O: 3.105 -7.919 28.980  -0.0648
H: 2.618 -8.344 28.268  0.0130
H: 3.759 -8.577 29.275  -0.0100
O: 3.855 -8.342 38.000  -0.0434
H: 3.230 -7.626 37.843  0.0390
H: 3.822 -8.485 38.953  0.0593
O: -0.392 -10.946 34.795  -0.0595
H: 0.383 -11.509 34.609  0.0259
H: -1.149 -11.547 34.777  0.0233
O: -0.638 -8.233 31.268  -0.0522
H: 0.096 -7.617 31.361  0.0378
H: -0.322 -8.896 30.645  0.0171
O: 8.659 -9.925 34.474  -0.0534
H: 7.728 -10.157 34.560  0.0087
H: 9.124 -10.766 34.527  0.0396
O: 0.913 -6.661 35.815  -0.0301
H: 1.117 -5.750 35.579  0.0539
H: 1.767 -7.100 35.883  0.0148

No. 2
# C45H132AgN9O18

A molecular structure, C45H132AgN9O18 (ωB97M-V with the def2-TZVPD basis set, the OMol25 dataset).

As for the expectation value of S²: 0.755. For the gap between HOMO and LUMO (spin up / spin down), the calculation gives 0.30281 / 0.31197 Ha. The multiplicity is 2. As for the total charge: +1.

Last column: Löwdin charge in e.
Geometry (Å):
Ag: -3.726 3.379 -1.349  0.7807
C: -0.599 -1.219 -1.378  -0.0046
C: -1.057 -0.290 -0.285  -0.4332
C: -0.214 -0.501 0.978  -0.1256
C: 1.174 0.195 0.783  -0.1371
C: 0.823 1.747 0.742  -0.0943
C: 0.047 2.107 -0.542  -0.4795
N: -1.093 1.161 -0.735  -0.0742
O: -2.147 1.589 -1.392  -0.1215
C: 0.857 2.099 -1.795  -0.0209
C: -0.561 3.506 -0.306  -0.0302
C: -2.549 -0.548 0.153  -0.0047
H: -0.683 -2.303 -1.155  0.0977
H: 0.471 -1.025 -1.639  0.0687
H: -1.155 -1.033 -2.286  0.0727
H: -0.163 -1.622 1.101  0.1105
H: -0.612 -0.080 1.912  0.1041
H: 1.612 -0.069 -0.201  0.0898
H: 1.890 -0.122 1.570  0.0689
H: 1.773 2.287 0.594  0.0979
H: 0.385 2.106 1.709  0.1260
H: 1.479 1.210 -1.773  0.0578
H: 1.540 2.990 -1.722  0.0852
H: 0.341 2.133 -2.764  0.0958
H: -1.027 3.912 -1.232  0.0657
H: 0.256 4.180 -0.114  0.0649
H: -1.224 3.474 0.560  0.0917
H: -2.911 0.385 0.574  0.0792
H: -2.456 -1.222 0.968  0.0453
H: -3.100 -0.910 -0.708  0.0795
C: -3.169 -1.771 -5.941  -0.0507
C: -3.224 -0.822 -4.795  -0.3824
C: -2.833 0.604 -5.195  -0.1634
O: -1.935 0.689 -6.317  -0.1640
C: -0.695 0.275 -5.946  -0.1549
N: -4.604 -0.823 -4.166  0.0528
H: -3.288 -2.826 -5.661  0.0823
H: -2.245 -1.636 -6.502  0.0613
H: -3.999 -1.475 -6.631  0.1044
H: -2.534 -1.144 -4.067  0.0996
H: -2.413 1.045 -4.309  0.1019
H: -3.671 1.177 -5.505  0.1163
H: -0.511 0.264 -4.882  0.0801
H: 0.027 0.957 -6.401  0.0920
H: -0.482 -0.709 -6.369  0.0870
H: -5.377 -0.731 -4.787  0.0723
H: -4.815 -1.446 -3.388  0.0371
C: 4.168 -1.607 0.940  -0.0651
C: 3.828 -2.116 2.326  -0.4482
C: 3.795 -3.689 2.389  -0.1668
O: 2.857 -4.320 1.499  -0.2150
C: 1.483 -4.228 1.897  -0.0934
N: 4.933 -1.750 3.204  0.0349
H: 3.935 -0.537 0.845  0.0562
H: 3.542 -2.177 0.249  0.0663
H: 5.216 -1.827 0.671  0.0969
H: 2.828 -1.669 2.663  0.1115
H: 3.583 -4.008 3.418  0.1187
H: 4.795 -3.955 1.990  0.1337
H: 1.424 -4.619 2.947  0.0992
H: 1.035 -4.845 1.142  0.0641
H: 1.144 -3.161 1.833  0.0716
H: 4.652 -1.842 4.201  0.0930
H: 5.222 -0.769 3.082  0.0382
C: 1.261 -0.363 4.641  -0.0578
C: 0.579 -1.307 5.686  -0.4065
C: -0.922 -0.912 5.904  -0.1557
O: -1.454 -0.771 4.582  -0.2587
C: -2.878 -0.931 4.407  -0.0746
N: 0.875 -2.653 5.238  0.0370
H: 1.133 0.684 4.967  0.0784
H: 0.780 -0.505 3.689  0.0453
H: 2.336 -0.530 4.644  0.0677
H: 1.148 -1.184 6.659  0.1526
H: -0.934 0.074 6.432  0.1364
H: -1.364 -1.718 6.480  0.1218
H: -3.547 -0.615 5.273  0.1215
H: -3.122 -1.959 4.178  0.0523
H: -3.222 -0.381 3.514  0.0716
H: 0.774 -3.417 5.917  0.0896
H: 0.268 -2.779 4.422  0.0656
C: 8.051 2.481 4.961  -0.0362
C: 6.973 1.519 4.328  -0.4476
C: 5.900 2.417 3.801  -0.2307
O: 4.797 1.568 3.555  -0.1969
C: 3.743 2.194 2.909  -0.1211
N: 7.508 0.719 3.264  0.0582
H: 8.935 1.897 5.294  0.0866
H: 7.597 3.098 5.706  0.0625
H: 8.332 3.117 4.117  0.0773
H: 6.434 0.937 5.111  0.1460
H: 6.262 2.993 2.971  0.1281
H: 5.619 3.016 4.615  0.1088
H: 2.915 1.488 2.763  0.0598
H: 3.976 2.601 1.913  0.0808
H: 3.313 2.966 3.616  0.1123
H: 8.414 0.304 3.389  0.0745
H: 6.904 -0.042 2.970  0.0477
C: -2.353 -4.095 2.324  -0.0310
C: -2.887 -4.327 0.928  -0.4353
C: -1.883 -4.985 0.003  -0.1358
O: -2.182 -4.598 -1.387  -0.2536
C: -1.461 -5.330 -2.324  -0.1079
N: -4.088 -5.176 1.012  0.0716
H: -1.554 -3.444 2.053  0.0482
H: -1.949 -5.055 2.604  0.0920
H: -3.133 -3.692 3.012  0.0647
H: -3.102 -3.365 0.428  0.1121
H: -1.953 -6.094 -0.006  0.1378
H: -0.844 -4.727 0.213  0.0985
H: -0.441 -4.896 -2.452  0.0920
H: -1.984 -5.266 -3.279  0.0909
H: -1.418 -6.403 -2.035  0.1005
H: -4.599 -5.375 0.174  0.0563
H: -4.833 -4.709 1.516  0.0485
C: 4.951 5.225 -0.642  -0.0568
C: 3.432 5.310 -0.798  -0.4220
C: 2.820 6.483 -0.043  -0.1905
O: 1.422 6.348 0.191  -0.1924
C: 0.893 7.582 0.589  -0.1156
N: 3.019 5.386 -2.189  0.0382
H: 5.402 4.491 -1.394  0.0855
H: 5.227 4.928 0.377  0.0769
H: 5.464 6.200 -0.822  0.0959
H: 3.057 4.375 -0.421  0.1119
H: 2.985 7.420 -0.655  0.1414
H: 3.287 6.658 0.919  0.1258
H: 1.359 7.981 1.504  0.0988
H: -0.160 7.429 0.782  0.0837
H: 0.938 8.292 -0.222  0.0854
H: 3.774 4.887 -2.700  0.0943
H: 3.150 6.347 -2.519  0.1071
C: -5.215 -4.285 5.479  -0.0754
C: -6.526 -4.023 4.828  -0.4096
C: -6.552 -2.657 3.997  -0.2149
O: -5.732 -2.862 2.915  -0.2231
C: -5.616 -1.657 2.157  -0.0715
N: -7.057 -5.204 4.142  0.0563
H: -4.389 -4.371 4.777  0.0593
H: -5.238 -5.176 6.058  0.0715
H: -4.951 -3.452 6.145  0.0828
H: -7.221 -3.906 5.679  0.1385
H: -6.110 -1.910 4.694  0.1225
H: -7.564 -2.362 3.695  0.1254
H: -5.106 -1.933 1.231  0.0840
H: -5.017 -1.004 2.856  0.0773
H: -6.560 -1.127 1.980  0.0911
H: -6.795 -5.252 3.189  0.0447
H: -8.059 -5.187 4.187  0.0666
C: 4.375 2.438 -5.327  -0.0569
C: 5.247 1.304 -4.818  -0.4170
C: 4.929 0.976 -3.381  -0.2615
O: 5.256 2.038 -2.569  -0.1600
C: 4.884 1.755 -1.263  -0.1157
N: 5.095 0.129 -5.718  0.0613
H: 3.355 2.114 -5.294  0.0635
H: 4.592 2.611 -6.374  0.0819
H: 4.353 3.330 -4.692  0.0698
H: 6.294 1.652 -4.756  0.1487
H: 5.403 0.054 -3.088  0.1238
H: 3.860 0.718 -3.456  0.1257
H: 5.231 2.599 -0.671  0.0633
H: 5.306 0.795 -0.936  0.0880
H: 3.751 1.602 -1.112  0.0989
H: 4.258 0.257 -6.276  0.0713
H: 5.902 0.153 -6.297  0.0627
O: -5.181 2.053 -0.154  -0.0919
H: -5.484 1.985 0.761  0.0644
H: -5.719 1.480 -0.711  0.0187
O: 0.541 4.924 -3.153  -0.0777
H: 0.487 4.428 -3.961  0.0394
H: 1.492 4.934 -2.917  -0.0133
O: -6.144 1.108 -2.731  -0.0793
H: -5.433 0.500 -2.959  -0.0154
H: -6.886 0.723 -3.230  0.0534
O: -3.142 4.312 -3.724  -0.0746
H: -3.968 4.675 -4.082  0.0626
H: -2.524 5.026 -3.487  0.0154
O: -3.719 5.591 -0.734  -0.0813
H: -2.990 6.225 -0.816  0.0408
H: -4.249 5.809 0.026  0.0526
O: -1.445 6.920 -2.425  -0.0566
H: -1.618 7.171 -3.333  0.0444
H: -0.610 6.426 -2.497  0.0108
O: -1.260 1.905 3.914  -0.0671
H: -0.544 2.269 4.428  0.0197
H: -1.298 0.963 4.207  -0.0074
C: 2.232 -2.678 -2.918  -0.0930
C: 3.109 -3.155 -4.020  -0.2916
O: 2.892 -2.320 -5.189  -0.1065
H: 2.567 -2.936 -1.970  0.0420
H: 1.163 -2.902 -2.973  0.0655
H: 2.362 -1.600 -2.880  0.0640
H: 2.946 -4.218 -4.291  0.1157
H: 4.152 -3.094 -3.719  0.1102
H: 3.746 -2.184 -5.629  0.0593
C: -6.691 -3.329 -2.422  -0.0863
C: -5.358 -3.935 -2.693  -0.3005
O: -4.412 -2.994 -2.126  -0.1195
H: -6.778 -3.252 -1.342  0.0778
H: -7.448 -3.970 -2.892  0.0906
H: -6.787 -2.350 -2.854  0.0530
H: -5.208 -4.067 -3.748  0.1003
H: -5.322 -4.928 -2.224  0.1155
H: -3.632 -3.507 -1.879  0.0349